(1)
H4N3P | wB97M-V/def2-TZVPD

Structure (XYZ):
```
8
Properties=species:S:1:pos:R:3
N -0.902 -0.676 -0.181
N 0.508 0.249 0.143
N -1.925 -0.042 0.286
P 2.091 -0.132 0.104
H -1.693 0.789 0.952
H -2.866 -0.404 0.193
H 2.411 1.054 -0.480
H 2.374 -0.839 -1.017
```

Computed properties:
**SMILES**: N/N=N/P
**LUMO (alpha / beta)**: -0.3 / 0.9 eV
**Molecular weight**: 77.03 g/mol
**E**: -507.81187 a.u.
**Strongest force on any atom**: 0.1493 Eh/bohr
**HOMO level (alpha / beta)**: -0.2813 / -0.3057 Eh
**Orbital gap (alpha / beta)**: 7.332 / 9.234 eV
**ΔE to the lowest compared entry with this formula, charge and spin**: 383.32 kJ/mol

=====

(2)
C6H17NO | wB97M-V/def2-TZVPD

Structure (XYZ):
```
25
Properties=species:S:1:pos:R:3
C 1.114 0.033 -0.791
N 0.690 -0.653 0.454
C 0.908 -2.093 0.404
C 2.304 -2.633 0.679
C 0.128 0.058 -1.958
C -1.542 1.801 -1.204
C -1.331 0.296 -1.569
H 1.440 1.030 -0.498
H 2.036 -0.449 -1.138
H 1.151 -0.206 1.230
H 0.170 -2.437 1.156
H 0.518 -2.458 -0.559
H 2.211 -3.491 1.349
H 2.936 -1.913 1.207
H 2.918 -2.890 -0.173
H 0.176 -0.826 -2.562
H 0.569 0.888 -2.544
H -2.337 1.993 -0.472
H -0.666 2.052 -0.615
H -1.738 2.239 -2.182
H -1.489 -0.300 -0.653
H -2.082 -0.100 -2.253
H -1.228 2.499 2.866
H -2.524 2.024 3.608
O -2.074 2.788 3.226
```

Computed properties:
**SMILES**: CCCCNCC.O
**LUMO**: 0.7 eV
**Molecular weight**: 119.21 g/mol
**E**: -368.75754 a.u.
**Strongest force on any atom**: 0.0370 Eh/bohr
**HOMO level**: -0.3227 Eh
**Orbital gap**: 9.523 eV
**ΔE to the lowest compared entry with this formula, charge and spin**: 113.72 kJ/mol

=====

(3)
C5H7N | wB97M-V/def2-TZVPD

Structure (XYZ):
```
13
Properties=species:S:1:pos:R:3
C -0.975 -1.247 0.140
C -0.147 1.537 0.555
C 0.887 0.482 0.629
C 0.411 -0.724 -0.238
C -0.234 2.221 -0.661
N -0.426 2.867 -1.620
H -1.025 -1.495 1.206
H -1.758 -0.509 -0.064
H -1.210 -2.151 -0.431
H 1.028 0.146 1.662
H 1.853 0.813 0.219
H 1.159 -1.513 -0.103
H 0.435 -0.429 -1.294
```

Computed properties:
**LUMO (alpha / beta)**: -1.7 / -1.7 eV
**Molecular weight**: 81.12 g/mol
**E**: -249.33246 a.u.
**Strongest force on any atom**: 0.0190 Eh/bohr
**HOMO level (alpha / beta)**: -0.3453 / -0.3439 Eh
**Orbital gap (alpha / beta)**: 7.658 / 7.641 eV
**ΔE to the lowest compared entry with this formula, charge and spin**: 369.61 kJ/mol

=====

(4)
C7H8HgLiO8 | wB97M-V/def2-TZVPD

Structure (XYZ):
```
25
Properties=species:S:1:pos:R:3
O 0.096 -1.975 0.322
O -0.892 -0.598 -1.112
C -1.975 -0.414 -0.200
C -2.982 -1.549 -0.331
O -4.066 -1.359 0.573
C 0.204 -1.310 -0.732
H -1.601 -0.343 0.830
H -2.453 0.533 -0.477
H -2.531 -2.508 -0.055
H -3.350 -1.604 -1.363
O -6.087 -0.581 0.989
O -5.176 -0.141 -0.973
C -5.128 -0.633 0.181
O 4.206 0.168 0.360
C 3.512 0.493 -0.719
C 4.430 1.336 1.179
O 2.382 -0.379 -1.084
O 3.579 1.785 -0.936
C 4.226 2.463 0.163
H 5.447 1.268 1.577
H 3.702 1.330 1.997
H 5.162 2.895 -0.208
H 3.556 3.253 0.512
Hg 2.682 -2.641 -0.095
Li -6.943 0.510 -0.397
```

Computed properties:
**LUMO (alpha / beta)**: -0.6 / -1.1 eV
**Molecular weight**: 427.66 g/mol
**E**: -1034.31848 a.u.
**Strongest force on any atom**: 0.1814 Eh/bohr
**HOMO level (alpha / beta)**: -0.2545 / -0.2519 Eh
**Orbital gap (alpha / beta)**: 6.330 / 5.761 eV
**ΔE to the lowest compared entry with this formula, charge and spin**: 214.73 kJ/mol
**Multiplicity**: 2

=====

(5)
CH8N4S | wB97M-V/def2-TZVPD

Structure (XYZ):
```
14
Properties=species:S:1:pos:R:3
C 0.663 -0.784 -0.246
N 1.165 0.465 -0.552
N -0.643 -0.484 0.470
N 2.107 1.057 0.209
N -1.765 -0.559 -0.163
S -3.257 0.298 -0.167
H 0.359 -1.554 -0.934
H 1.107 -1.416 0.600
H 0.743 0.997 -1.374
H -0.662 0.219 1.141
H 2.620 1.892 -0.045
H 2.830 0.557 0.728
H -2.148 -1.563 -0.623
H -3.119 0.875 0.957
```

Computed properties:
**LUMO (alpha / beta)**: -10.3 / -10.9 eV
**Molecular weight**: 108.17 g/mol
**E**: -659.23735 a.u.
**Strongest force on any atom**: 0.1237 Eh/bohr
**HOMO level (alpha / beta)**: -0.6917 / -0.6549 Eh
**Net charge**: +2
**Orbital gap (alpha / beta)**: 8.508 / 6.908 eV
**ΔE to the lowest compared entry with this formula, charge and spin**: 212.87 kJ/mol

=====

(6)
C26H27FN4O2 | wB97M-V/def2-TZVPD

Structure (XYZ):
```
60
Properties=species:S:1:pos:R:3
C 3.269 -3.961 -1.661
H 2.645 -4.857 -1.729
O 2.798 -3.076 -0.675
C 1.529 -2.584 -0.781
C 0.679 -2.857 -1.846
C -0.597 -2.330 -1.877
C -1.061 -1.535 -0.835
C -0.200 -1.268 0.235
C 1.087 -1.760 0.273
C 2.013 -1.433 1.426
N 2.797 -0.217 1.312
C 2.073 1.039 1.470
C 2.323 1.982 0.285
N 2.198 1.263 -0.958
C 1.025 1.196 -1.667
C 0.986 0.551 -2.914
C -0.178 0.473 -3.648
C -1.326 1.066 -3.162
C -1.320 1.750 -1.962
C -0.157 1.806 -1.223
H -0.184 2.332 -0.283
H -2.222 2.226 -1.610
F -2.481 0.972 -3.871
H -0.197 -0.034 -4.601
H 1.882 0.119 -3.329
C 3.231 0.258 -1.118
H 2.810 -0.609 -1.624
C 3.783 -0.178 0.260
H 4.573 0.512 0.576
H 4.224 -1.170 0.166
H 4.056 0.652 -1.730
H 1.638 2.828 0.312
H 3.339 2.386 0.334
H 2.405 1.524 2.401
H 1.002 0.843 1.549
H 2.723 -2.255 1.550
H 1.424 -1.346 2.343
H -0.584 -0.676 1.051
C -2.399 -0.994 -0.863
N -2.829 -0.268 0.091
N -4.061 0.248 0.035
C -4.626 1.009 1.025
O -5.790 1.343 0.929
C -3.766 1.376 2.179
C -4.373 1.465 3.430
C -3.633 1.823 4.540
C -2.284 2.113 4.409
C -1.682 2.052 3.164
C -2.416 1.685 2.050
H -1.948 1.645 1.080
H -0.634 2.295 3.062
H -1.705 2.396 5.276
H -4.107 1.881 5.509
H -5.427 1.247 3.512
H -4.670 0.029 -0.760
H -3.017 -1.225 -1.738
H -1.241 -2.547 -2.716
H 1.004 -3.483 -2.663
H 4.272 -4.245 -1.345
H 3.325 -3.480 -2.643
```

Computed properties:
**SMILES**: COc1ccc(/C=N/NC(=O)c2ccccc2)cc1CN1CCN(c2ccc(F)cc2)CC1
**LUMO**: 0.4 eV
**Molecular weight**: 446.53 g/mol
**E**: -1476.29867 a.u.
**Strongest force on any atom**: 0.0237 Eh/bohr
**HOMO level**: -0.2752 Eh
**Orbital gap**: 7.907 eV
**ΔE to the lowest compared entry with this formula, charge and spin**: 0.00 kJ/mol

=====

(7)
C13H30IN2O4 | wB97M-V/def2-TZVPD

Structure (XYZ):
```
50
Properties=species:S:1:pos:R:3
C -1.514 -1.228 -0.102
C -2.560 -1.475 0.965
I -3.942 -3.058 0.230
C -1.967 -1.969 2.314
N -0.714 -1.389 2.657
C -0.754 0.053 2.755
C -1.942 0.668 3.442
N -2.335 0.338 4.604
H -1.735 -1.709 -1.048
H -1.491 -0.162 -0.310
H -0.541 -1.567 0.230
H -3.229 -0.636 1.085
H -1.812 -3.043 2.210
H -2.749 -1.863 3.085
H 0.121 0.371 3.333
H -0.646 0.568 1.777
H -2.501 1.438 2.897
H -3.167 0.888 4.822
C -2.065 3.909 -4.853
O -1.888 2.585 -5.317
C -0.950 1.844 -4.544
C -1.633 0.904 -3.577
O -2.330 1.621 -2.571
C -3.730 1.654 -2.774
H -2.912 4.335 -5.390
H -2.275 3.936 -3.782
H -1.176 4.515 -5.064
H -0.281 2.518 -4.002
H -0.347 1.256 -5.244
H -0.872 0.297 -3.076
H -2.306 0.227 -4.110
H -4.168 0.668 -2.590
H -3.989 1.986 -3.784
H -4.145 2.359 -2.054
C 2.433 -1.710 2.351
O 2.978 -0.684 1.516
C 4.028 0.037 2.119
C 5.380 -0.392 1.589
O 5.706 -1.721 1.969
C 5.478 -2.665 0.942
H 1.748 -2.297 1.751
H 3.227 -2.357 2.744
H 1.861 -1.277 3.170
H 3.998 -0.067 3.209
H 3.882 1.097 1.876
H 6.155 0.263 2.005
H 5.399 -0.290 0.499
H 6.211 -2.543 0.135
H 4.468 -2.576 0.534
H 5.595 -3.657 1.375
```

Computed properties:
**LUMO**: 2.6 eV
**Molecular weight**: 405.30 g/mol
**E**: -1221.34793 a.u.
**Strongest force on any atom**: 0.0167 Eh/bohr
**HOMO level**: -0.0821 Eh
**Net charge**: -1
**Orbital gap**: 4.878 eV

=====

(8)
C2H2BrFO | wB97M-V/def2-TZVPD

Structure (XYZ):
```
7
Properties=species:S:1:pos:R:3
C 0.589 0.742 0.176
C 0.995 -0.468 0.046
O -1.421 -1.379 -0.482
F 1.692 -1.481 0.104
Br -2.325 0.042 -0.442
H 0.754 1.434 0.909
H -0.283 1.110 -0.312
```

Computed properties:
**LUMO (alpha / beta)**: -0.2 / -1.6 eV
**Molecular weight**: 140.94 g/mol
**E**: -2826.26525 a.u.
**Strongest force on any atom**: 0.0717 Eh/bohr
**HOMO level (alpha / beta)**: -0.3346 / -0.3079 Eh
**Orbital gap (alpha / beta)**: 8.887 / 6.734 eV
**ΔE to the lowest compared entry with this formula, charge and spin**: 590.31 kJ/mol